No. 1
C6H12O | ωB97M-V/def2-TZVPD

**E_HOMO**: -9.45 eV
**Energy relative to the best compared isomer or geometry (same formula, charge and spin)**: 23.66 kcal per mole
**Structure (SMILES)**: CC[C@H]1C[C@]1(C)O
**Strongest force on any atom**: 0.8 eV Å⁻¹
**Calculated total energy**: -8463.328 eV

Structure (ORCA input):
```
! wB97M-V def2-TZVPD RIJCOSX def2/J DEFGRID3
* xyz 0 1
C 1.96 -0.16 1.01
C 1.36 -0.51 -0.37
C 0.29 0.43 -0.83
C -0.91 -0.02 -1.63
C -1.09 0.45 -0.23
C -1.49 -0.51 0.86
O -1.72 1.71 -0.14
H 2.90 -0.70 1.17
H 1.29 -0.43 1.84
H 2.16 0.92 1.11
H 1.02 -1.55 -0.33
H 2.17 -0.49 -1.12
H 0.65 1.42 -1.11
H -1.05 -1.08 -1.84
H -1.26 0.65 -2.41
H -2.58 -0.63 0.86
H -1.18 -0.13 1.84
H -1.03 -1.49 0.71
H -1.37 2.15 0.64
*
```

***

No. 2
CH6NO | ωB97M-V/def2-TZVPD

**E_HOMO**: -16.33 eV
**Energy relative to the best compared isomer or geometry (same formula, charge and spin)**: 9.53 kcal per mole
**Strongest force on any atom**: 0.8 eV Å⁻¹
**Calculated total energy**: -4664.353 eV

Structure (ORCA input):
```
! wB97M-V def2-TZVPD RIJCOSX def2/J DEFGRID3
* xyz 1 1
C -0.16 0.81 -1.48
N 0.19 0.66 -0.28
H 0.09 0.08 -2.24
H -0.72 1.68 -1.81
H -0.09 1.37 0.40
H 0.76 -0.11 0.10
H 0.37 -1.71 2.44
H -0.69 -1.32 1.36
O 0.25 -1.47 1.52
*
```

***

No. 3
C18H48NO9 | ωB97M-V/def2-TZVPD

**E_HOMO**: -5.22 eV
**Strongest force on any atom**: 19.3 eV Å⁻¹
**Calculated total energy**: -39316.181 eV

Structure (ORCA input):
```
! wB97M-V def2-TZVPD RIJCOSX def2/J DEFGRID3
* xyz -1 1
N 0.39 0.27 0.93
O 1.11 -0.67 0.77
O 0.71 1.13 1.73
O -0.66 0.36 0.27
C 0.31 -1.50 -1.93
C 0.46 -0.09 -2.49
C 1.22 0.96 -1.66
O 1.26 -0.29 -3.67
H -0.42 -2.08 -2.50
H -0.04 -1.44 -0.90
H 1.31 -1.92 -1.84
H -0.56 0.24 -2.65
H 2.21 0.52 -1.56
H 0.62 1.00 -0.75
H 1.27 1.93 -2.14
H 2.00 -0.85 -3.44
C -1.40 1.20 -1.93
C -2.07 2.07 -0.81
C -3.46 2.57 -1.29
O -2.17 1.25 0.36
H -1.14 1.74 -2.84
H -1.97 0.31 -2.17
H -0.50 0.70 -1.57
H -1.48 2.94 -0.54
H -3.32 3.36 -2.02
H -4.06 2.94 -0.45
H -4.11 1.75 -1.61
H -1.25 1.00 0.49
C -1.87 -1.26 -1.29
C -2.12 -1.35 0.17
C -2.86 -2.65 0.58
O -0.92 -1.39 0.85
H -1.33 -0.33 -1.48
H -2.75 -1.19 -1.93
H -1.35 -2.16 -1.60
H -2.71 -0.46 0.38
H -3.93 -2.44 0.60
H -2.68 -2.99 1.60
H -2.59 -3.47 -0.08
H -0.54 -0.51 0.80
C 2.43 3.41 -0.69
C 2.10 2.26 0.22
C 3.27 1.23 0.40
O 1.68 2.66 1.51
H 3.46 3.71 -0.54
H 1.88 4.23 -0.23
H 2.12 3.30 -1.73
H 1.26 1.69 -0.18
H 2.94 0.38 1.00
H 4.18 1.68 0.79
H 3.54 0.85 -0.59
H 1.39 1.88 1.99
C 3.49 -1.16 -0.15
C 2.68 -2.34 -0.34
C 3.52 -3.67 -0.23
O 1.62 -2.41 0.49
H 4.08 -1.30 0.76
H 2.95 -0.23 -0.01
H 4.09 -1.04 -1.05
H 2.42 -2.32 -1.40
H 4.43 -3.56 -0.84
H 3.00 -4.55 -0.62
H 3.74 -3.80 0.83
H 1.25 -1.54 0.67
C -1.43 1.13 2.80
C -2.02 -0.30 3.07
C -3.03 -0.41 4.19
O -2.71 -0.62 1.92
H -2.25 1.85 2.84
H -1.03 1.23 1.79
H -0.51 1.41 3.31
H -1.19 -1.01 3.12
H -3.63 -1.32 4.16
H -3.77 0.38 4.07
H -2.45 -0.24 5.10
H -2.12 -0.66 1.17
*
```